(1)
Computed, not measured: 9 unconnected molecules or ions with the total composition C14H39N2O9, with wB97M-V/def2-TZVPD.

```
64
Properties=species:S:1:pos:R:3:forces:R:3:nbo_charge:R:1
O 4.54054 -7.45337 -3.42085 -0.142 0.017 -0.097 -0.7377
O -1.81364 6.13029 1.52630 -0.041 -0.158 -0.263 -0.7547
O -0.49326 5.68854 -5.71316 -0.004 -0.147 -0.064 -0.7305
O -0.17381 1.02277 5.66475 -0.111 -0.076 0.059 -0.7175
O 1.85687 -4.52710 -1.80376 -0.106 0.534 0.140 -0.7744
O 3.75788 -4.42334 0.88496 0.179 -0.036 0.091 -0.7121
O 1.77170 0.53953 2.63469 -0.304 -0.121 -0.393 -0.6311
O -2.47562 6.20471 -1.94957 -0.148 -0.074 -0.106 -0.7275
O -4.56113 -0.37012 4.81318 0.129 -0.086 0.024 -0.7361
N 1.91058 -1.68706 -0.11525 0.005 0.250 0.524 -0.4569
N 0.50585 -0.32533 0.81394 -0.830 -0.709 -0.485 -0.2999
C -1.40526 0.79358 4.98700 0.464 0.168 -0.103 -0.2431
C -2.95736 6.92749 1.19465 0.061 0.036 0.262 -0.2602
C -1.12557 5.42803 -6.96416 0.028 0.257 0.168 -0.2479
C -0.59037 1.82754 0.68866 -0.645 -0.564 0.006 -0.0997
C 0.67819 -1.19814 -0.18163 0.267 -0.194 -0.231 0.2602
C -0.77490 0.36919 0.98149 0.420 2.234 0.690 -0.2828
C 1.95983 -4.97004 -3.16466 0.051 -0.247 0.092 -0.2590
C 1.65029 -0.25807 1.57099 0.861 -0.974 -0.757 0.4592
C -2.43227 5.14228 -2.90319 0.277 0.060 0.327 -0.2540
C 3.38731 -5.02804 2.12627 -0.146 0.220 -0.134 -0.2512
C -4.91492 -0.98027 6.05460 -0.131 0.210 -0.142 -0.2513
C -0.70058 3.00592 0.48592 -0.489 0.134 0.237 -0.1399
C 2.54032 -1.13878 0.98450 -0.104 0.675 0.610 -0.1517
C 4.67660 -8.45367 -4.43038 0.164 0.031 0.238 -0.2486
H -0.99127 4.37524 -7.20001 0.039 0.003 0.061 0.1817
H 0.49561 1.19916 4.99949 0.050 0.042 0.029 0.4573
H 2.42722 -5.54061 2.02920 0.024 -0.051 0.126 0.1655
H -3.37640 6.55240 0.26572 0.047 -0.008 0.004 0.2048
H 2.33690 -2.38144 -0.72603 -0.418 -0.022 -0.246 0.4819
H -0.97898 4.05254 0.41578 0.494 -0.419 0.011 0.2754
H -2.17529 0.59176 5.72418 0.031 -0.027 -0.005 0.2042
H -3.70789 6.85419 1.98468 -0.053 0.070 -0.060 0.1675
H -4.92548 -0.23675 6.85514 -0.015 -0.106 0.091 0.1681
H -1.45113 5.10469 -3.37905 -0.088 -0.130 -0.153 0.1850
H -2.19469 5.64785 -6.90428 -0.016 -0.059 -0.133 0.1636
H -1.09655 0.29240 2.02564 0.103 -0.198 -0.141 0.2652
H -0.61937 6.62064 -5.51833 0.046 0.035 0.061 0.4663
H 3.32381 -4.27450 2.91559 -0.014 -0.112 0.098 0.1623
H -1.31029 -0.07271 4.32228 -0.233 -0.039 0.013 0.1407
H 1.02982 -5.45472 -3.46790 0.038 0.030 -0.107 0.1703
H 2.79227 -5.66704 -3.26575 -0.012 0.003 -0.120 0.2092
H -1.68460 1.67964 4.40822 -0.187 -0.086 -0.039 0.1611
H -0.08196 -1.43351 -0.91338 0.223 -0.059 0.078 0.2563
H 4.15181 -5.75323 2.38936 0.036 0.034 -0.075 0.2002
H 3.54959 -1.37975 1.29214 -0.182 -0.055 -0.219 0.2636
H -2.66191 7.96995 1.06138 -0.122 0.016 -0.052 0.1726
H 4.55393 -9.44927 -3.99809 -0.010 -0.048 -0.130 0.1678
H 3.90319 -8.29148 -5.17693 -0.014 0.057 0.046 0.1837
H -1.80135 6.02479 -1.28895 0.058 0.124 0.032 0.4609
H 2.70116 0.79033 2.69288 0.045 0.190 0.302 0.5167
H 3.07909 -3.78542 0.66002 -0.105 -0.201 0.008 0.4388
H -0.67174 6.03168 -7.75347 -0.078 -0.079 -0.098 0.1689
H -4.17163 -1.73986 6.28402 0.027 0.024 -0.066 0.1840
H -5.22512 0.29714 4.62360 -0.013 0.030 -0.057 0.4665
H -2.64438 4.18721 -2.41231 -0.044 -0.066 -0.144 0.1511
H 1.70268 -5.30396 -1.26044 0.124 -0.035 0.054 0.4790
H 2.13581 -4.10333 -3.79719 -0.020 0.049 0.096 0.1795
H -3.18886 5.33027 -3.66069 -0.011 0.065 0.049 0.1861
H -1.45475 6.47293 2.34810 0.098 -0.036 0.018 0.4729
H -5.89701 -1.45211 5.98027 0.027 -0.059 0.123 0.1712
H 5.65611 -8.38068 -4.90787 -0.049 -0.082 -0.098 0.1695
H 5.22872 -7.60838 -2.76951 0.015 0.057 0.057 0.4680
H -1.57436 -0.03259 0.35721 0.458 -0.290 -0.109 0.2608
```
Positions in Å, forces in eV/Å.

Values from the calculation:
* total energy: -1343.04530 hartree
* total charge: +1


(2)
Computed, not measured: 4 unconnected molecules or ions with the total composition C14H39N3O5, with wB97M-V/def2-TZVPD.

```
61
Properties=species:S:1:pos:R:3:forces:R:3:nbo_charge:R:1
O 3.69284 -3.79654 -5.57218 1.198 -0.868 0.219 -0.5524
O -0.05243 -0.49692 -2.10811 1.027 -0.383 0.339 -0.7276
O -0.85654 4.34787 2.80844 -0.455 -2.699 -1.750 -0.5526
O -1.31456 0.96773 6.54453 -1.869 1.242 1.766 -0.5514
O 0.92763 -1.12431 0.67833 0.161 0.358 0.360 -0.7352
N -1.11089 0.03364 3.01626 -0.500 0.987 -0.468 -0.8539
N 2.00223 -1.61882 -7.96483 0.088 0.576 -0.252 -0.8314
N -1.65650 4.06157 0.12786 0.042 0.027 -0.760 -0.8354
C 2.77841 -3.51529 -6.59732 0.874 1.825 0.780 -0.0697
C -2.19954 3.00844 0.93952 0.405 0.952 2.065 -0.0655
C -1.93972 4.82435 3.56971 0.337 0.608 -1.124 -0.2583
C -1.23069 2.99677 2.24028 -0.926 0.134 -0.773 -0.0820
C 0.79008 -1.62163 -1.76108 -2.129 -0.893 1.739 -0.0976
C -2.43001 1.70356 0.23599 1.599 -1.099 -0.395 -0.6308
C 2.50336 -1.00336 -5.69963 0.108 -1.589 0.738 -0.6159
C 4.00669 -5.17926 -5.39393 -0.452 0.375 0.849 -0.2537
C -1.57577 1.21280 5.18031 0.961 -1.419 -0.248 -0.0653
C 2.88220 -1.93581 -6.87665 -0.314 -0.411 0.641 -0.0551
C -2.03622 1.89166 7.45681 0.762 -1.371 0.049 -0.2710
C -1.41154 -0.17198 4.42463 0.075 -0.056 -0.409 -0.0553
C 0.43111 -2.06278 -0.25922 1.426 0.840 -0.822 -0.0779
C -0.36576 -1.13886 4.95105 -0.326 0.720 1.415 -0.6200
H -1.46249 4.81378 0.77333 0.196 0.406 -0.231 0.3677
H 0.68831 -0.22882 0.42849 -0.244 0.100 -0.257 0.4742
H -3.10491 1.75805 7.62453 -0.523 -0.362 -1.409 0.1751
H -3.19195 3.27845 1.30053 -0.313 0.292 0.447 0.1421
H -1.61368 5.79970 3.93095 0.163 -0.444 1.189 0.1968
H 1.79117 -3.79865 -6.23244 -0.527 0.183 -0.205 0.1553
H 1.43028 -1.02068 -5.50914 -0.218 0.239 -0.300 0.1905
H -2.32700 -0.75386 4.53169 -0.454 0.406 -0.190 0.1812
H -2.55601 1.66752 5.03732 -0.202 -0.234 -0.193 0.1721
H 0.41363 -0.10374 -2.84959 -0.281 0.425 -0.151 0.4712
H -0.62066 -2.25218 -0.04466 -0.274 0.114 -0.700 0.1679
H 2.92209 -1.45440 -4.80002 0.277 0.148 0.207 0.2132
H 4.51388 -5.28187 -4.43461 -0.116 0.223 0.110 0.1923
H -1.29505 -0.76083 2.42043 -0.038 -0.228 0.271 0.3681
H -2.35616 4.36910 -0.53246 0.039 0.232 -0.208 0.3473
H -3.12650 1.73175 -0.60198 -0.424 0.317 0.348 0.2128
H -1.85645 2.94151 7.22529 0.336 -0.085 0.095 0.1786
H 0.47206 -2.44579 -2.39964 0.386 -0.250 -0.158 0.1646
H 2.33247 -2.02245 -8.82979 -0.453 -0.235 -0.090 0.3597
H 4.68707 -5.65683 -6.09899 -0.141 0.443 -0.681 0.1718
H -0.81863 1.91482 4.83099 0.105 0.135 -0.334 0.1693
H 1.85299 -1.40895 -1.87551 -0.044 0.032 0.195 0.1806
H 2.87988 0.01688 -5.77342 -0.133 -0.156 -0.386 0.2219
H -0.11525 0.19637 2.96809 0.171 0.031 -0.318 0.3543
H -2.74833 5.16600 2.92353 -0.619 -0.613 -0.204 0.1578
H 1.10331 -1.96660 -7.66305 -0.377 -0.035 -0.771 0.3491
H -2.22469 3.98743 4.20723 -0.440 0.792 0.769 0.1746
H -0.34148 2.41272 2.00304 0.281 0.637 0.001 0.1908
H -2.63324 0.87449 0.91380 -0.562 0.273 0.160 0.2270
H 0.64553 -0.73238 4.96375 0.048 0.108 -0.112 0.2001
H -1.78134 2.39025 2.95931 0.212 0.419 0.322 0.1878
H -1.51557 1.35989 -0.24752 0.427 0.151 -0.123 0.2096
H 3.90321 -1.62732 -7.10130 0.164 -0.624 -0.355 0.1936
H -0.38966 -2.03922 4.33712 -0.033 -0.041 0.257 0.2075
H 3.07544 -5.74174 -5.32684 -0.061 -0.284 -0.121 0.1648
H 3.00069 -4.10306 -7.48795 0.059 0.196 -0.350 0.1659
H 0.98132 -2.95551 0.03810 -0.059 -0.298 -0.569 0.1819
H -1.76770 1.58261 8.46701 1.067 0.472 -0.067 0.1986
H -0.68093 -1.28926 5.98359 0.512 -0.742 0.152 0.2209
```
Positions in Å, forces in eV/Å.

Values from the calculation:
* total energy: -1097.11074 hartree
* SMILES: COC[C@H](C)N.COC[C@H](C)N.COC[C@H](C)N.OCCO
* relative energy (zero: lowest compared OMol25 entry of this formula, charge and spin): 1.696 eV
* total charge: 0


(3)
Computed, not measured: a molecular structure, C14H39O5PSi2, with wB97M-V/def2-TZVPD.

```
61
Properties=species:S:1:pos:R:3:forces:R:3:nbo_charge:R:1
P -3.74756 -2.60533 -5.25709 -0.018 -0.012 -0.059 1.9409
Si -3.05203 -0.49141 -5.57580 0.861 0.494 -0.580 1.2443
Si -5.46254 0.87011 -5.17710 -0.047 -0.228 -0.702 1.2151
O -3.38267 -3.06686 -3.93004 0.457 -0.117 1.798 -1.1162
O -0.47797 -1.29857 -5.99503 0.061 0.066 -0.190 -0.5372
O -4.20459 0.50331 -6.22787 -0.256 -0.147 0.739 -1.2236
O -5.32749 -2.77509 -5.46921 -0.480 0.399 0.007 -0.9937
O -3.13408 -3.52086 -6.38151 -0.193 -0.462 -0.876 -0.9820
C 2.14359 -1.32756 0.26936 -0.056 -0.017 0.016 -0.3980
C 1.18678 0.32710 -1.45378 -0.171 -0.099 -0.066 -0.3972
C 0.51820 1.06513 4.40887 0.080 -0.111 -0.102 -0.3988
C 2.73194 -0.25338 1.18110 0.123 -0.043 0.007 -0.3991
C 1.86962 1.42619 5.02264 -0.019 0.045 0.022 -0.3972
C 2.05514 0.98336 6.47476 -0.002 -0.044 -0.013 -0.3969
C 2.02198 -0.92659 -1.20086 0.045 0.035 -0.009 -0.3989
C -1.47786 -0.51321 -6.62343 -0.570 -0.370 0.338 -0.4972
C 0.10510 -0.70384 -4.85929 0.276 -0.257 0.081 -0.2587
C 1.01066 1.52262 7.45006 0.071 0.087 0.048 -0.3981
C -0.27002 0.18330 -1.01734 0.082 0.116 -0.018 -0.6134
C 1.00777 3.04517 7.55772 -0.089 -0.080 0.008 -0.6096
C 0.26622 -0.43852 4.33840 -0.105 0.110 0.019 -0.6102
C 4.16307 0.13615 0.82117 -0.092 0.075 0.047 -0.6098
H -2.67498 -0.00143 -4.23712 -0.230 -0.081 0.163 -0.1827
H 0.24330 -0.89389 5.32939 0.016 -0.010 0.004 0.2009
H 1.20896 0.54439 -2.52537 0.045 0.051 0.002 0.1955
H 2.72044 -0.62970 2.20684 -0.020 0.025 0.023 0.1997
H 2.09696 0.63745 1.17720 -0.021 -0.015 0.004 0.1932
H 1.08396 -1.14030 -4.73599 0.389 -0.185 -0.062 0.1954
H -3.39453 -4.43732 -6.16795 0.301 0.185 -0.280 0.5091
H -0.29373 1.54843 4.95840 0.017 0.028 0.020 0.1944
H 4.82384 -0.73175 0.86184 0.009 -0.015 -0.034 0.2018
H -5.71798 -2.60793 -4.59364 -0.155 -0.190 -0.314 0.5103
H -0.43794 -0.92594 -3.95066 -0.396 0.058 0.284 0.1775
H -0.35395 0.01177 0.05669 -0.014 -0.023 0.006 0.2029
H -5.45420 -0.18026 -4.13166 -0.017 0.110 0.145 -0.2184
H 2.66342 0.97427 4.41912 -0.005 -0.002 -0.023 0.2003
H 1.58097 -1.76314 -1.75195 -0.016 0.005 -0.014 0.2029
H 1.16077 -1.61692 0.65145 -0.010 -0.002 -0.011 0.2021
H 3.04834 1.29985 6.80815 0.001 0.009 0.021 0.1998
H 1.04403 -0.93324 3.75424 0.010 -0.037 0.023 0.2004
H 0.76459 3.51697 6.60489 0.013 0.015 -0.011 0.2002
H -0.83148 1.09018 -1.24762 -0.034 -0.014 0.000 0.2076
H 0.23724 0.36832 -4.96061 -0.114 0.350 -0.123 0.1664
H -5.28365 2.20192 -4.58337 0.018 0.045 0.032 -0.1846
H 1.98380 3.41385 7.87873 0.021 0.016 -0.026 0.2010
H 0.01348 1.17353 7.16878 0.008 -0.022 -0.016 0.1935
H 0.48369 1.47139 3.39430 -0.030 0.035 0.003 0.2011
H 4.54732 0.88175 1.51859 0.029 -0.004 -0.002 0.2092
H -1.14364 0.49438 -6.85123 0.222 0.351 0.004 0.1957
H 0.26811 3.37971 8.28602 0.010 0.028 0.009 0.2091
H -0.69360 -0.64286 3.86224 0.007 -0.053 -0.015 0.2099
H 1.63325 1.19333 -0.95878 0.043 -0.012 0.002 0.1954
H -0.75348 -0.64981 -1.53234 -0.003 -0.030 0.043 0.2060
H 2.76435 -2.22647 0.33290 0.018 0.000 0.015 0.2012
H -1.69629 -0.99971 -7.56177 -0.022 -0.149 -0.435 0.2220
H 1.21185 1.10161 8.43826 -0.027 -0.029 0.006 0.2013
H 2.05755 -0.10872 6.52633 -0.001 -0.007 -0.016 0.1999
H 2.01447 2.50739 4.94830 0.016 0.004 0.011 0.1996
H -6.71353 0.75392 -5.94272 -0.063 0.145 0.055 -0.1835
H 3.01907 -0.77948 -1.62506 0.013 -0.011 0.012 0.1993
H 4.22597 0.56320 -0.18053 0.014 -0.009 -0.018 0.2003
```
Positions in Å, forces in eV/Å.

Values from the calculation:
* total energy: -1853.48703 hartree
* total charge: 0